Formula: C26H75NO32P8
Source: OMol25
Level of theory: the ωB97M-V functional and the def2-TZVPD basis

## Properties
* SMILES string: COP(=O)(OC)OC.COP(=O)(OC)OC.COP(=O)(OC)OC.COP(=O)(OC)OC.COP(=O)(OC)OC.COP(=O)(OC)OC.COP(=O)(OC)OC.COP(=O)(OC)OC.CC#N
* F_max: 3.74 eV Å⁻¹
* ΔE to the lowest compared entry with this formula, charge and spin: 0.00 kcal/mol
* LUMO: 0.010 hartree

Geometry as ORCA input:
```
! wB97M-V def2-TZVPD RIJCOSX def2/J DEFGRID3
* xyz 0 1
C 0.50510 7.07325 -1.22769
O 1.80795 6.63044 -1.41463
P 2.32439 5.23216 -0.91239
O 3.74938 5.04194 -1.19047
O 1.92424 5.08516 0.58391
C 2.70306 5.94047 1.45441
O 1.31891 4.22519 -1.56407
C 1.53430 2.78558 -1.33853
H 0.33811 7.92958 -1.81896
H 0.33314 7.28559 -0.21091
H -0.21777 6.30318 -1.49578
H 3.78067 5.89018 1.29305
H 2.51122 5.63871 2.47767
H 2.31988 6.96495 1.28165
H 1.66242 2.74609 -0.28490
H 2.45163 2.53585 -1.95109
H 0.64378 2.26180 -1.62965
C -2.10295 -1.69361 -4.17274
O -2.25943 -1.18560 -5.55658
P -1.48958 0.18558 -5.85202
O -0.10572 0.40445 -5.31695
O -2.54993 1.29769 -5.40505
C -2.19043 2.26402 -4.43407
O -1.51615 0.14115 -7.48907
C -2.77389 0.09288 -8.08948
H -0.96034 -1.60870 -3.98249
H -2.54460 -2.70191 -4.08927
H -2.73362 -1.11547 -3.53273
H -2.74065 3.14381 -4.60532
H -1.13199 2.33655 -4.34416
H -2.52700 1.88757 -3.46805
H -3.18145 -0.88403 -7.99533
H -2.58311 0.31471 -9.13625
H -3.52505 0.80471 -7.76076
C 4.31703 0.26252 4.35223
O 3.85019 1.70216 4.33032
P 2.75401 2.17972 3.30505
O 2.43345 3.61419 3.57209
O 1.54561 1.15478 3.23360
C 0.43507 1.46470 4.06651
O 3.21645 1.78389 1.78640
C 4.25272 2.44128 1.13035
H 3.55988 -0.51254 4.56847
H 5.08548 0.19541 5.06864
H 4.81592 -0.03255 3.38127
H 0.71441 1.68617 5.04623
H -0.09346 0.53428 4.15714
H -0.18371 2.21373 3.63255
H 4.39436 1.95849 0.19988
H 5.22115 2.38668 1.66043
H 3.94969 3.45415 0.94361
C 2.86212 -5.79340 2.69714
O 2.82279 -4.81071 3.73069
P 3.76946 -3.57916 3.76080
O 3.41056 -2.68218 4.88167
O 5.25050 -4.16303 3.68862
C 6.29782 -3.55488 4.43544
O 3.69795 -2.94028 2.28783
C 2.41177 -2.21283 2.01454
H 1.86015 -5.89265 2.18222
H 3.05579 -6.73291 3.15960
H 3.57161 -5.51956 1.82918
H 6.61813 -2.56484 4.02514
H 7.18425 -4.12155 4.48300
H 5.95373 -3.34337 5.46494
H 1.57362 -2.88059 2.02947
H 2.52503 -1.79467 1.03623
H 2.28561 -1.44924 2.81012
C -3.32568 4.07778 -0.09459
O -3.54830 4.40114 1.29585
P -2.52815 3.94697 2.47652
O -2.38470 2.51805 2.70697
O -1.25354 4.80565 2.14265
C -0.12358 5.04492 3.03072
O -3.07509 4.79103 3.74419
C -4.25265 4.28858 4.48764
H -4.06332 4.72291 -0.65095
H -3.56755 3.08582 -0.33235
H -2.31756 4.42610 -0.35256
H 0.27329 6.02371 2.81099
H 0.64382 4.33727 2.87479
H -0.46869 5.02068 4.08297
H -4.58187 5.05456 5.17665
H -4.01886 3.39054 5.04997
H -4.96140 4.16355 3.75061
C 3.40476 -3.53976 -0.91950
O 3.39269 -2.65735 -2.03843
P 3.66057 -1.14338 -1.91096
O 2.96425 -0.60792 -0.70041
O 5.19005 -0.92898 -1.73274
C 6.08719 -1.28578 -2.79221
O 3.43964 -0.52640 -3.32352
C 2.14530 -0.52634 -3.94153
H 3.65829 -3.09057 -0.02413
H 4.10529 -4.31836 -1.04969
H 2.40475 -3.99312 -0.82239
H 6.17740 -0.50609 -3.58852
H 5.71009 -2.18717 -3.18896
H 7.05704 -1.40857 -2.36190
H 1.90107 -1.50646 -4.31952
H 2.15980 0.13601 -4.80581
H 1.47849 -0.21531 -3.16905
C -2.03079 -7.25446 1.22268
O -0.94065 -6.34966 1.30080
P -0.79340 -5.04815 0.45179
O 0.46114 -4.29901 0.54786
O -1.08555 -5.67369 -1.06473
C -0.80115 -4.74086 -2.07716
O -2.12181 -4.18610 0.62805
C -2.50114 -3.87425 1.92720
H -1.61086 -8.07502 0.67345
H -2.87578 -6.80906 0.72072
H -2.36432 -7.56445 2.25612
H -1.05473 -5.11565 -3.04470
H 0.25300 -4.33740 -2.07871
H -1.44252 -3.84315 -1.97043
H -3.07432 -4.67627 2.40313
H -3.13181 -3.08755 1.78249
H -1.71982 -3.53284 2.50844
C -4.85211 0.34040 0.81576
O -5.39304 -0.62150 -0.06025
P -5.82858 -0.45413 -1.53947
O -5.65428 0.91982 -2.04613
O -4.94497 -1.44555 -2.28522
C -5.04492 -2.88526 -2.06344
O -7.25208 -1.04660 -1.61909
C -8.34692 -0.42101 -0.98828
H -5.32004 1.33389 0.59606
H -3.82567 0.47294 0.68914
H -5.10880 -0.02291 1.82175
H -4.03457 -3.32464 -2.15586
H -5.81333 -3.41143 -2.68310
H -5.38228 -3.04911 -1.00958
H -9.24266 -0.84791 -1.46499
H -8.33137 0.63512 -1.06523
H -8.43259 -0.73838 0.08607
C 0.28749 0.30940 0.64250
C -0.43991 0.01251 -0.61245
N -1.03645 -0.13322 -1.56964
H -0.20227 1.13479 1.16776
H 1.26533 0.73184 0.54403
H 0.19207 -0.52038 1.32919
*
```


Formula: C26H78AgN15O11
Source: OMol25
Level of theory: the ωB97M-V functional and the def2-TZVPD basis

## Properties
* F_max: 5.93 eV Å⁻¹
* LUMO: -0.009 hartree

Geometry as ORCA input:
```
! wB97M-V def2-TZVPD RIJCOSX def2/J DEFGRID3
* xyz 0 1
Ag -0.13509 0.36251 0.33546
C -1.88681 0.32300 -2.43478
O -2.25730 -0.02964 -1.09045
H -1.22317 1.17815 -2.56284
H -1.52117 -0.61488 -2.85286
H -2.82690 0.58823 -2.91849
C 5.39651 0.56568 -3.05482
C 5.92904 -0.11433 -1.73526
C 6.98793 0.67230 -0.97393
O 7.91557 1.40559 -1.85870
C 8.81075 0.76482 -2.66615
N 4.71178 -0.23475 -0.93780
H 6.20696 1.04925 -3.60019
H 4.59771 1.29229 -2.90627
H 4.89848 -0.21995 -3.62301
H 6.40029 -1.03303 -2.08454
H 7.69745 0.08059 -0.39551
H 6.56863 1.38897 -0.26777
H 8.23980 0.00857 -3.20485
H 9.69963 0.34456 -2.19563
H 9.21499 1.38149 -3.46890
H 4.11408 0.57922 -0.92050
H 4.97506 -0.14694 0.03332
C -0.99127 -4.74243 -0.18417
C -1.86363 -5.41024 0.92810
C -2.53332 -4.28268 1.72297
O -3.53164 -4.80789 2.62520
C -3.84343 -3.87681 3.70532
N -2.93386 -6.17013 0.25823
H 0.00998 -4.49106 0.16571
H -1.46963 -3.84191 -0.56931
H -0.82235 -5.49236 -0.95693
H -1.28534 -6.16562 1.46016
H -2.99550 -3.59060 1.01903
H -1.78204 -3.71215 2.26900
H -4.21697 -2.97366 3.22272
H -2.94830 -3.59073 4.25757
H -4.59022 -4.33050 4.35691
H -3.52086 -5.54302 -0.27306
H -3.50276 -6.54777 1.00244
C -0.18277 4.98789 -0.62058
C 0.14831 3.57102 -1.13966
C 1.60064 3.17193 -0.75732
O 1.86580 1.82525 -1.18338
C 2.14024 1.72140 -2.57838
N -0.73454 2.76528 -0.19519
H -1.24680 5.16635 -0.77584
H 0.28577 5.65171 -1.34715
H 0.18345 5.28417 0.36237
H -0.29979 3.30591 -2.09727
H 1.69169 3.12902 0.32803
H 2.24373 3.93824 -1.19010
H 1.23944 1.66723 -3.18968
H 2.63768 0.75552 -2.66632
H 2.75897 2.51591 -2.99555
H -1.33329 2.23329 -0.81050
H -1.08734 3.31231 0.57706
C -3.23656 3.43364 4.68703
C -2.03160 3.75014 3.75530
C -2.62857 4.54676 2.55874
O -3.75204 3.94934 1.93459
C -4.44465 4.71432 0.92339
N -1.15323 4.65238 4.50307
H -3.93739 2.72058 4.25289
H -3.76114 4.33522 5.00337
H -2.75640 3.06362 5.59291
H -1.62983 2.79798 3.40879
H -1.97202 4.64754 1.69452
H -2.83284 5.58102 2.83568
H -4.70526 5.70802 1.28774
H -5.35499 4.12672 0.80457
H -3.82956 4.72812 0.02363
H -1.81733 5.33347 4.84246
H -0.68075 5.17229 3.77743
C -2.36425 -0.45423 3.98823
C -1.27599 -0.15745 2.98772
C 0.14362 0.32819 3.42659
O 0.89373 1.10825 2.42161
C 2.26512 1.08155 2.61787
N -1.16898 -1.25622 2.03810
H -2.72123 0.47427 4.43384
H -1.96651 -1.05541 4.80585
H -3.15349 -1.03090 3.50591
H -1.68410 0.67341 2.41220
H 0.72577 -0.53768 3.74195
H 0.03698 1.05104 4.23542
H 2.70601 1.55291 1.73951
H 2.41935 0.00842 2.73062
H 2.65875 1.57114 3.50863
H -2.04577 -1.70827 1.82133
H -0.68029 -2.00771 2.50344
C 1.33324 -1.72264 -1.90757
O 1.13051 -1.31360 -0.79871
N 0.48719 -2.32016 -2.68608
N 2.50862 -1.88323 -2.44771
H 0.84055 -2.91999 -3.41782
H -0.50134 -2.25223 -2.49035
H 2.51668 -2.51680 -3.23425
H 3.31028 -1.41018 -2.05571
C -4.25648 -3.35830 -1.91918
O -5.19942 -4.04172 -2.08397
N -3.06360 -3.56002 -2.37157
N -4.30614 -2.19180 -1.33355
H -2.38737 -2.82521 -2.22042
H -2.87983 -4.48479 -2.73371
H -5.21602 -1.82697 -1.09044
H -3.49043 -1.59637 -1.32017
C 1.72072 0.39493 -6.04155
O 2.56160 1.24335 -5.96210
N 1.10667 -0.20771 -5.05376
N 1.48160 -0.27538 -7.16690
H 0.58079 -1.06733 -5.12164
H 1.32896 0.07770 -4.11078
H 0.90731 -1.10616 -7.15654
H 2.02227 0.07299 -7.94563
C -5.09900 0.96280 1.33929
O -5.90682 1.24768 2.20321
N -3.98679 1.65940 1.02287
N -4.93812 -0.17927 0.77279
H -3.37548 1.24177 0.33587
H -3.89045 2.56128 1.46722
H -4.14170 -0.29372 0.16229
H -5.82824 -0.62775 0.60954
C 3.70464 -3.21809 1.74944
O 3.94561 -3.80751 2.81484
N 4.55683 -3.04755 0.77714
N 2.57383 -2.68382 1.49943
H 4.19066 -2.53261 -0.01079
H 5.53518 -3.17483 0.99331
H 2.49995 -2.01682 0.74460
H 1.75471 -2.92642 2.03822
*
```


Formula: C26H78N8O15
Source: OMol25
Level of theory: the ωB97M-V functional and the def2-TZVPD basis

## Properties
* SMILES string: COCCNCCOC.COCCNCCOC.COCCNCCOC.COCCNCCOC.NC(N)=O.NC(N)=O.O.O.O.O.O
* F_max: 5.92 eV Å⁻¹
* ΔE to the lowest compared entry with this formula, charge and spin: 36.76 kcal/mol
* LUMO: -0.017 hartree

Geometry as ORCA input:
```
! wB97M-V def2-TZVPD RIJCOSX def2/J DEFGRID3
* xyz 0 1
C 1.32814 4.55615 0.95783
O 1.89369 3.99919 -0.18661
C 2.81420 2.95316 0.14394
C 3.37622 2.42716 -1.18406
N 3.83328 3.48153 -2.05167
C 5.20971 3.87738 -2.13300
C 5.27618 5.36425 -2.55736
O 6.67173 5.71761 -2.69975
C 6.78448 6.61039 -3.79363
H 2.06586 4.98807 1.63409
H 0.80217 3.81181 1.55566
H 0.69067 5.39541 0.67964
H 2.47479 2.07649 0.69562
H 3.67211 3.47072 0.57316
H 2.67996 1.81455 -1.75680
H 4.16682 1.71229 -0.95599
H 3.23364 4.19593 -1.66417
H 5.79629 3.25529 -2.80904
H 5.66404 3.63517 -1.17226
H 4.78483 6.02647 -1.84452
H 4.67980 5.38475 -3.46951
H 6.37340 7.54962 -3.42354
H 6.17490 6.29687 -4.64112
H 7.85657 6.77692 -3.89848
C 2.10537 -1.39165 0.87128
O 3.31541 -1.56501 1.58676
C 4.51181 -1.00077 0.86094
C 5.82694 -1.03552 1.71933
N 5.47973 -0.17654 2.84837
C 6.42365 0.59605 3.48884
C 5.99436 1.51869 4.68464
O 4.90369 2.43792 4.34187
C 5.30842 3.59984 3.55219
H 1.96303 -0.32127 0.72249
H 1.32456 -1.80656 1.50869
H 2.06497 -1.87229 -0.10619
H 4.43541 0.06247 0.63336
H 4.74361 -1.48530 -0.08754
H 6.64375 -0.62768 1.12387
H 6.17036 -2.04110 1.96215
H 4.53026 0.16730 2.82913
H 6.86188 1.24720 2.73250
H 7.33952 0.13157 3.85427
H 6.86861 2.11461 4.94671
H 5.62039 0.94421 5.53211
H 5.97748 4.21373 4.15518
H 4.42948 4.15690 3.22778
H 5.71207 3.28139 2.59107
C -6.92672 -4.04800 0.60629
O -6.40135 -3.64382 -0.70886
C -5.21323 -2.94121 -0.79770
C -5.36080 -1.44077 -0.80475
N -5.72565 -0.89300 -2.14107
C -7.06508 -1.14271 -2.70116
C -8.01759 0.08112 -2.34889
O -9.16065 -0.37783 -3.09933
C -10.32609 0.49212 -2.96045
H -7.79911 -4.67673 0.42817
H -7.07043 -3.20428 1.28127
H -6.05414 -4.64599 0.86916
H -4.90198 -3.35837 -1.75540
H -4.42759 -3.21752 -0.09449
H -4.34450 -1.12518 -0.56886
H -6.12393 -1.07209 -0.11933
H -5.04009 -1.09772 -2.85395
H -7.58570 -2.04190 -2.37175
H -7.08109 -1.13700 -3.79103
H -7.71456 1.05035 -2.74493
H -8.16799 -0.08186 -1.28168
H -11.22221 0.26474 -3.53786
H -10.00028 1.39970 -3.46862
H -10.48262 0.65099 -1.89351
C -1.70299 -4.21313 -2.04789
O -1.64266 -4.51355 -0.63406
C -2.22678 -5.77884 -0.25066
C -2.12114 -5.96427 1.32463
N -0.73824 -5.88895 1.83464
C -0.61517 -5.49572 3.27307
C 0.67574 -4.68774 3.33439
O 1.28910 -4.54677 4.64344
C 2.07795 -3.30106 4.75901
H -2.65287 -4.08037 -2.56577
H -1.10314 -4.93161 -2.60652
H -1.07611 -3.32146 -2.05450
H -1.63611 -6.52681 -0.77957
H -3.23727 -5.98017 -0.60628
H -2.61305 -6.83632 1.75550
H -2.61937 -5.01544 1.52359
H -0.21586 -5.17542 1.34668
H -0.57541 -6.38258 3.90554
H -1.44759 -4.91745 3.67405
H 0.48663 -3.70632 2.89949
H 1.47637 -5.06396 2.69755
H 2.71941 -3.08570 3.90447
H 2.69773 -3.46941 5.63972
H 1.38360 -2.53956 5.11411
N -1.53195 -0.76932 0.25400
C -0.80282 0.10388 -0.39995
N -1.03418 1.31092 -0.03463
O 0.05458 -0.23510 -1.24382
H -1.45147 -1.74997 0.02608
H -2.34064 -0.44941 0.76759
H -1.82880 1.55198 0.54031
H -0.51251 2.07529 -0.43925
N 0.26125 2.67702 -5.26596
C 0.33844 1.58970 -4.56671
N 0.24226 1.81433 -3.31057
O 0.77684 0.56642 -5.09829
H 0.60109 2.63487 -6.21613
H -0.21545 3.45738 -4.83713
H 0.19879 1.02408 -2.68311
H -0.17562 2.64589 -2.91818
O -3.21020 2.58061 1.21257
H -3.59577 2.64360 0.33874
H -3.77000 1.95885 1.67764
O -1.46486 1.27343 3.14585
H -0.68091 0.99950 2.66980
H -1.82562 1.98910 2.62249
O -0.81528 4.25014 -1.42968
H -1.15784 5.09039 -1.12491
H -1.56630 3.81819 -1.83665
O -3.94067 -0.93858 2.23999
H -3.13740 -1.23220 2.66985
H -4.57356 -1.63579 2.41201
O 1.87403 -1.68340 -2.58629
H 1.58537 -0.89430 -2.12777
H 2.47160 -1.36326 -3.26205
*
```